The following is a DFT calculation (wB97M-V/def2-TZVPD) of a structure of composition C14H15BaN6O4S.

* frontier orbital gap: 0.2968 hartree
* ΔE to the lowest compared entry with this formula, charge and spin: 0.7 kcal/mol
* energy: -43419.830 eV
* LUMO energy: -3.71 eV

The geometry in ORCA input format:
```
! wB97M-V def2-TZVPD RIJCOSX def2/J DEFGRID3
* xyz 1 1
Ba 1.2093 0.4988 1.4341
C 0.5256 -3.7845 -1.3617
C 0.4459 -2.8230 -0.2104
N 1.4601 -2.2335 0.3041
N 2.6865 -2.5291 -0.2126
C 3.8473 -2.1526 0.4121
N 4.9488 -2.6277 -0.1789
S 3.9575 -1.2362 1.8039
C -0.8780 -2.5533 0.4196
C -1.9065 -3.4805 0.3212
C -3.1070 -3.2332 0.9696
C -3.2504 -2.0627 1.6904
C -2.1748 -1.1892 1.7308
N -1.0172 -1.4193 1.1177
H 1.1799 -3.4000 -2.1464
H -0.4478 -3.9323 -1.8187
H 0.9035 -4.7594 -1.0423
H 2.7463 -3.2394 -0.9283
H 4.9354 -3.1449 -1.0422
H 5.8394 -2.3743 0.2136
H -1.7769 -4.3973 -0.2350
H -3.9144 -3.9503 0.9107
H -4.1667 -1.8250 2.2109
H -2.2558 -0.2559 2.2785
C -2.8926 1.8757 -0.4123
C -1.6468 2.6879 -0.3575
N -0.4293 2.2225 -0.1425
C 0.4202 3.3159 -0.1988
C -0.3144 4.4468 -0.4430
N -1.6095 4.0206 -0.5378
C -0.0785 5.9147 -0.6179
O 1.1519 6.3467 -0.5233
O -1.0376 6.6144 -0.8401
C 1.9137 3.1968 -0.0973
O 2.5901 4.2229 -0.1045
O 2.3517 2.0020 0.0074
H -2.6364 0.8232 -0.3163
H -3.4101 2.0191 -1.3609
H -3.5810 2.1506 0.3881
H -2.3681 4.6601 -0.7331
H 1.7866 5.5851 -0.3510
*
```